DFT (ωB97M-V/def2-TZVPD) results for a molecular structure, C11H30Cu3O13 at a distorted geometry.

```
57
Properties=species:S:1:pos:R:3
Cu -2.22 3.13 1.89
Cu -2.84 1.71 -3.85
Cu 0.09 0.57 -5.88
C -0.06 0.81 -1.41
O 0.78 0.12 -0.87
O 0.01 1.28 -2.56
O -1.07 0.95 -0.78
C 2.40 -2.70 -3.80
C 1.91 -3.69 -2.78
O 0.57 -3.35 -2.38
O 3.18 -1.68 -3.10
H 1.49 -2.27 -4.23
H 2.87 -3.38 -4.52
H 2.56 -3.77 -1.91
H 1.95 -4.72 -3.13
H 0.74 -2.55 -1.88
H 2.51 -1.22 -2.59
C -4.19 -3.79 -0.71
C -5.48 -4.60 -0.62
O -6.55 -4.16 -1.49
O -4.42 -2.46 -0.19
H -3.81 -3.77 -1.73
H -3.31 -4.07 -0.12
H -5.85 -4.69 0.40
H -5.37 -5.68 -0.75
H -6.63 -4.78 -2.21
H -3.58 -1.99 -0.21
C 3.19 3.99 3.80
C 2.96 2.94 2.69
O 1.60 2.77 2.42
O 2.95 5.37 3.50
H 4.15 4.00 4.32
H 2.54 3.70 4.62
H 3.25 1.96 3.06
H 3.59 3.12 1.82
H 1.51 2.03 1.81
H 2.84 5.50 2.55
C 0.60 -3.47 3.02
C 0.46 -4.17 4.44
O -0.63 -3.61 5.31
O 0.52 -2.07 3.23
H -0.24 -3.82 2.42
H 1.50 -3.74 2.45
H 1.37 -3.97 5.00
H 0.41 -5.24 4.25
H -0.31 -2.73 5.50
H 0.65 -1.59 2.41
C -0.48 6.50 -1.35
C 0.65 6.25 -2.36
O 1.79 5.68 -1.82
O -0.77 5.21 -0.80
H -1.43 6.77 -1.81
H -0.30 7.13 -0.48
H 0.98 7.19 -2.79
H 0.33 5.57 -3.16
H 1.57 5.00 -1.18
H -0.92 4.49 -1.43
```

Properties
LUMO	-6.3	eV
maximum force	7.0	eV Å⁻¹
net charge	+1
energy relative to the best compared isomer or geometry (same formula, charge and spin)	269.7	kcal per mole
multiplicity	1